# 1
Entry from the Open Molecules 2025 dataset: a 2-piece molecular cluster, C2H4ClNS overall in a non-equilibrium geometry (ωB97M-V/def2-TZVPD).

ΔE to the lowest compared entry with this formula, charge and spin: 2.825 eV
DFT total energy: -991.6363 Eh
LUMO energy: 0.22 eV
molar mass: 109.58 Da
charge: 0
Kohn-Sham gap: 8.48 eV

Each line ends with the Löwdin charge.
Positions of all 9 atoms, in Å:
C: -0.453 0.386 0.363  -0.872
C: 0.881 -0.238 -0.295  -0.740
H: -1.915 0.168 1.429  0.110
H: -1.099 -1.177 1.210  0.090
H: 1.013 0.634 -1.465  0.165
H: 1.856 0.088 0.385  0.119
N: -1.017 -0.194 1.277  0.114
S: -0.538 2.116 -0.196  0.443
Cl: 0.782 -1.947 -0.457  0.570

Cartesian forces, eV/Å:
C 7.3 7.1 -7.3
C 1.0 5.0 -0.8
H -1.4 0.9 1.1
H 0.7 -1.6 0.3
H -0.4 -3.3 3.6
H -2.7 -0.9 -1.7
N -3.8 -2.9 3.6
S -0.7 -3.4 1.5
Cl 0.1 -1.0 -0.3



# 2
Entry from the Open Molecules 2025 dataset: a 2-piece molecular cluster, C2H4ClO3S overall in a non-equilibrium geometry (ωB97M-V/def2-TZVPD).

ΔE to the lowest compared entry with this formula, charge and spin: 0.390 eV
DFT total energy: -1162.7465 Eh
LUMO energy: 3.43 eV
molar mass: 143.57 Da
charge: -1
Kohn-Sham gap: 8.75 eV

Each line ends with the Löwdin charge.
Positions of all 11 atoms, in Å:
C: -1.064 -0.659 0.032  -0.082
C: -2.276 -0.461 -0.430  -0.658
O: 0.954 1.299 0.809  -0.447
O: 2.448 1.058 -1.129  -0.427
O: 1.876 -0.911 0.217  -0.438
S: 2.012 0.539 0.154  0.360
Cl: -3.253 0.887 0.056  0.528
H: -0.557 0.035 0.690  0.021
H: -0.470 -1.495 -0.296  0.055
H: 3.135 0.807 1.030  0.047
H: -2.803 -1.098 -1.133  0.041

Cartesian forces, eV/Å:
C 0.0 0.0 0.1
C -0.2 -0.5 -0.3
O 0.0 0.0 -0.2
O -0.2 0.0 -0.1
O -0.2 0.2 -0.1
S 2.1 0.5 1.4
Cl -0.3 0.4 0.1
H -0.2 0.0 0.0
H 0.0 -0.2 -0.1
H -1.1 -0.4 -1.0
H 0.2 0.1 0.1



# 3
Entry from the Open Molecules 2025 dataset: a single C2H4ClP molecule in a non-equilibrium geometry (ωB97M-V/def2-TZVPD).

ΔE to the lowest compared entry with this formula, charge and spin: 3.558 eV
DFT total energy: -879.9968 Eh
LUMO energy (alpha / beta): -0.33 / -0.33 eV
structure (SMILES): C=[PH]=CCl
molar mass: 94.48 Da
charge: 0
Kohn-Sham gap (alpha / beta): 7.87 / 8.05 eV

Each line ends with the Löwdin charge.
Positions of all 8 atoms, in Å:
C: 0.838 0.315 -0.267  -0.311
P: 0.173 -1.349 -0.135  0.663
C: -1.301 -0.681 0.643  -0.886
Cl: -2.583 0.157 -0.162  0.481
H: 0.724 0.786 -1.268  0.009
H: 0.955 0.948 0.647  0.016
H: -0.336 -1.365 -1.588  -0.014
H: -1.395 -0.370 1.761  0.041

Cartesian forces, eV/Å:
C -0.4 0.7 -0.1
P -0.2 -0.1 -1.5
C -1.0 1.3 1.9
Cl 0.1 -0.1 -0.3
H 0.1 0.1 1.1
H 0.1 -0.7 -1.0
H 0.5 -0.1 2.0
H 0.8 -1.0 -2.0



# 4
Entry from the Open Molecules 2025 dataset: a 2-piece molecular cluster, C2H4ClP overall in a non-equilibrium geometry (ωB97M-V/def2-TZVPD).

ΔE to the lowest compared entry with this formula, charge and spin: 3.638 eV
DFT total energy: -879.9938 Eh
LUMO energy: -1.86 eV
structure (SMILES): C1=PC1.Cl
molar mass: 94.48 Da
charge: 0
Kohn-Sham gap: 7.66 eV

Each line ends with the Löwdin charge.
Positions of all 8 atoms, in Å:
C: -0.023 0.572 0.444  -0.658
P: -1.548 0.129 0.851  1.007
C: -0.070 -0.932 0.434  -0.421
H: 0.530 1.100 1.211  0.057
H: 0.125 -1.172 -0.564  0.004
H: 0.422 -1.614 1.092  0.050
Cl: 0.009 1.297 -2.418  0.027
H: 0.554 0.620 -1.049  -0.065

Cartesian forces, eV/Å:
C 1.4 0.2 2.2
P -0.7 -1.0 -0.4
C -0.5 0.5 -0.7
H 0.5 1.0 -0.7
H -0.5 -1.3 -1.4
H 0.0 0.0 0.9
Cl 1.2 -1.3 2.0
H -1.5 1.9 -2.0



# 5
Entry from the Open Molecules 2025 dataset: a 2-piece molecular cluster, C2H4ClPS overall in a non-equilibrium geometry (ωB97M-V/def2-TZVPD).

ΔE to the lowest compared entry with this formula, charge and spin: 2.956 eV
DFT total energy: -1278.1789 Eh
LUMO energy (alpha / beta): -1.09 / -1.80 eV
molar mass: 126.55 Da
charge: 0
Kohn-Sham gap (alpha / beta): 7.76 / 6.84 eV

Each line ends with the Löwdin charge.
Positions of all 9 atoms, in Å:
C: 1.724 -0.270 -0.445  -0.103
C: 2.825 -0.574 0.097  -0.683
P: -1.557 0.500 -0.171  0.296
S: -0.710 -1.284 0.121  0.158
Cl: 4.404 0.031 -0.318  0.584
H: 1.120 0.147 -1.274  0.031
H: 2.932 -1.028 1.092  0.069
H: -1.773 0.327 -1.499  -0.183
H: -2.787 0.163 0.303  -0.169

Cartesian forces, eV/Å:
C -4.2 0.1 -1.8
C 1.9 -0.2 2.5
P 1.0 1.5 0.5
S 2.3 -1.1 0.4
Cl 0.2 0.2 -0.6
H 1.3 -0.2 0.8
H -0.5 -0.3 -0.7
H -0.8 0.2 -1.4
H -1.2 -0.2 0.3



# 6
Entry from the Open Molecules 2025 dataset: a single C2H4ClPS2 molecule in a non-equilibrium geometry (ωB97M-V/def2-TZVPD).

ΔE to the lowest compared entry with this formula, charge and spin: 0.988 eV
DFT total energy: -1676.5152 Eh
LUMO energy: -1.36 eV
structure (SMILES): ClP1CCSS1
molar mass: 158.62 Da
charge: 0
Kohn-Sham gap: 7.66 eV

Each line ends with the Löwdin charge.
Positions of all 10 atoms, in Å:
Cl: -1.708 -1.515 1.029  0.246
P: -1.491 -0.694 -0.705  0.036
C: 0.410 -0.400 -0.755  -0.473
C: 0.768 0.261 0.584  -0.730
S: -0.129 1.806 0.906  0.511
S: -2.179 1.208 -0.458  0.182
H: 0.639 0.433 -1.515  0.097
H: 1.033 -1.278 -0.925  0.072
H: 0.822 -0.395 1.309  -0.026
H: 1.834 0.574 0.530  0.085

Cartesian forces, eV/Å:
Cl -0.2 -1.4 2.6
P 0.9 0.7 -3.3
C -0.5 2.3 -0.1
C 1.1 3.3 -3.7
S -1.6 -0.9 -1.1
S 2.5 0.5 1.4
H -0.7 -1.6 0.6
H -0.4 -0.1 -0.1
H -0.8 -3.2 4.0
H -0.4 0.3 -0.4



# 7
Entry from the Open Molecules 2025 dataset: C2H4CoF3O as an isolated structure in a non-equilibrium geometry (ωB97M-V/def2-TZVPD).

DFT total energy: -1835.6190 Eh
LUMO energy (alpha / beta): -4.91 / -8.07 eV
2S+1: 6
expectation value of S²: 8.756
molar mass: 159.98 Da
charge: +1
Kohn-Sham gap (alpha / beta): 8.84 / 9.36 eV

Each line ends with the Mulliken spin population.
Positions of all 11 atoms, in Å:
C: -0.881 2.750 0.340  0.022
F: 0.216 2.994 -0.401  0.005
F: -2.336 1.939 -1.145  0.930
Co: -1.968 5.011 1.956  4.012
O: -0.815 3.339 1.577  -0.053
H: -1.654 3.754 -0.100  0.078
C: 0.358 3.105 2.400  -0.018
H: 1.293 3.231 1.834  -0.006
H: 0.293 3.845 3.205  0.034
H: 0.271 2.089 2.798  -0.005
F: -0.787 1.424 0.584  0.002

Cartesian forces, eV/Å:
C 1.1 1.9 -0.9
F -0.2 0.3 0.1
F -0.6 0.2 -0.5
Co 0.0 -0.1 0.1
O 0.2 1.5 1.3
H 0.5 -4.1 -0.1
C 0.6 -0.6 0.6
H -0.6 0.0 0.1
H 0.1 -0.2 -0.1
H 0.2 0.3 0.0
F -1.5 0.9 -0.5



# 8
Entry from the Open Molecules 2025 dataset: an isolated ion of composition C2H4F2N and charge +1 in a non-equilibrium geometry (ωB97M-V/def2-TZVPD).

ΔE to the lowest compared entry with this formula, charge and spin: 1.151 eV
DFT total energy: -332.5722 Eh
LUMO energy: -5.83 eV
structure (SMILES): F[N+]1(F)CC1
molar mass: 80.06 Da
charge: +1
Kohn-Sham gap: 13.35 eV

Each line ends with the Löwdin charge.
Positions of all 9 atoms, in Å:
F: 1.550 -1.125 -0.014  0.216
N: 0.706 -0.125 0.053  -0.159
F: 1.667 0.999 0.048  0.116
C: -0.448 -0.056 -0.760  0.056
C: -0.548 0.025 0.755  0.085
H: -0.736 -0.884 -1.327  0.135
H: -0.463 0.866 -1.384  0.180
H: -0.957 1.069 1.130  0.206
H: -0.771 -0.768 1.498  0.166

Cartesian forces, eV/Å:
F -0.6 -1.4 0.7
N 4.0 3.7 -0.3
F -2.5 -1.6 -0.1
C -0.5 1.7 -0.6
C -1.9 1.5 1.5
H 0.0 -1.7 -0.6
H -0.3 -0.4 1.0
H 1.9 -1.9 -0.6
H 0.0 0.1 -1.1